# C14H18N

A gas-phase ion, C14H18N (charge +1) (wB97M-V/def2-TZVPD, OMol25).

Summary:
Frontier orbital gap in eV: 5.241
E_HOMO in Ha: -0.3982
Total charge: +1
SMILES string: C/C1=C2\C=CC=C[C@@H]2CC=C=[N+](C)CC1
Relative energy (zero: lowest compared OMol25 entry of this formula, charge and spin) in kcal/mol: 148.3

Positions of all 33 atoms, in Å:
C  0.326  -2.910  -1.213
C  0.016  -1.646  -0.527
C  0.889  -0.959  0.207
C  2.210  -1.504  0.373
C  3.205  -0.915  1.047
C  3.035  0.422  1.622
C  1.805  0.975  1.625
C  0.651  0.377  0.906
C  -0.608  0.564  1.962
C  -1.784  1.273  1.502
C  -1.954  1.854  0.280
N  -1.614  1.536  -0.947
C  -1.521  2.712  -1.805
C  -1.695  0.191  -1.566
C  -1.399  -1.061  -0.656
H  -0.528  -3.375  -1.786
H  0.703  -3.576  -0.495
H  1.193  -2.917  -1.919
H  2.253  -2.451  -0.105
H  4.048  -1.535  1.253
H  3.697  1.068  2.072
H  1.614  1.939  1.883
H  0.544  1.168  0.184
H  -0.813  -0.441  2.238
H  -0.174  1.026  2.837
H  -2.455  1.732  2.226
H  -0.472  2.618  -2.098
H  -2.033  2.529  -2.769
H  -1.597  3.653  -1.169
H  -0.906  0.304  -2.453
H  -2.776  0.096  -1.928
H  -1.891  -0.745  0.246
H  -1.967  -1.999  -1.028


# C2H2KLi2O2

A molecular structure, C2H2KLi2O2 (wB97M-V/def2-TZVPD, OMol25).

Summary:
Frontier orbital gap (alpha / beta) in eV: 3.075 / 3.260
E_HOMO (alpha / beta) in Ha: -0.1505 / -0.1576
Spin multiplicity: 2
Total charge: 0
Relative energy (zero: lowest compared OMol25 entry of this formula, charge and spin) in kcal/mol: 7.9

Positions of all 9 atoms, in Å:
O  -1.228  -0.687  0.820
C  0.095  -0.553  0.614
C  0.705  0.634  0.326
Li  -3.517  -0.426  1.117
Li  -2.082  0.073  -1.135
H  0.655  -1.477  0.388
H  0.118  1.543  0.580
K  3.598  0.086  -2.134
O  1.655  0.807  -0.576


# C22H27AsMnN3O6S3

A molecular structure, C22H27AsMnN3O6S3 (wB97M-V/def2-TZVPD, OMol25).

Summary:
Frontier orbital gap (alpha / beta) in eV: 7.729 / 7.767
E_HOMO (alpha / beta) in Ha: -0.2048 / -0.2063
Spin multiplicity: 6
Total charge: -1
Relative energy (zero: lowest compared OMol25 entry of this formula, charge and spin) in kcal/mol: 7.1

Positions of all 63 atoms, in Å:
Mn  7.942  11.754  10.531
O  5.739  8.132  10.801
C  6.521  9.058  10.509
O  6.347  10.305  10.671
C  7.893  8.705  9.922
C  8.286  7.452  9.481
C  9.566  7.385  8.910
C  10.440  8.471  8.961
C  9.958  9.685  9.428
N  8.700  9.765  9.837
C  10.755  11.010  9.459
O  11.920  11.052  9.046
O  10.065  11.970  9.938
H  7.597  6.624  9.503
H  9.905  6.421  8.489
H  11.413  8.383  8.502
O  5.397  16.733  10.309
C  6.045  16.817  11.485
C  5.857  17.944  12.290
C  6.448  18.028  13.524
C  7.238  16.977  14.016
C  7.411  15.836  13.234
C  6.862  15.734  11.946
C  7.171  14.491  11.207
O  7.761  13.521  11.771
N  6.743  14.497  9.961
N  7.012  13.338  9.268
C  6.485  13.232  8.125
S  6.596  11.817  7.123
C  6.294  12.724  5.599
C  5.187  13.778  5.810
S  5.546  14.577  7.422
H  5.813  15.992  9.829
H  5.247  18.727  11.949
H  6.247  18.905  14.150
H  7.689  16.969  14.982
H  8.073  15.014  13.571
H  5.980  11.972  4.825
H  7.232  13.210  5.279
H  4.175  13.303  5.887
H  5.120  14.473  4.989
C  10.993  12.004  13.018
As  9.559  10.737  13.276
C  10.497  9.416  14.373
C  8.731  11.796  14.714
H  11.488  12.149  13.946
H  10.515  12.943  12.697
H  11.664  11.679  12.199
H  11.106  9.843  15.187
H  11.179  8.828  13.719
H  9.759  8.733  14.860
H  9.536  12.134  15.368
H  7.990  11.268  15.334
H  8.254  12.609  14.181
C  4.899  11.078  15.538
S  5.027  10.726  13.763
C  5.850  9.116  13.942
H  5.889  11.174  16.061
H  4.327  10.301  16.073
H  4.349  12.038  15.662
H  5.260  8.377  14.514
H  6.792  9.348  14.444
H  5.947  8.727  12.941


# C2H9N2O2

2 unconnected molecules or ions with the total composition C2H9N2O2 (wB97M-V/def2-TZVPD, OMol25).

Summary:
Frontier orbital gap in eV: 11.178
E_HOMO in Ha: -0.5383
Total charge: +1
Relative energy (zero: lowest compared OMol25 entry of this formula, charge and spin) in kcal/mol: 24.1

Positions of all 15 atoms, in Å:
N  -1.539  -1.502  -1.469
C  -0.607  -1.049  -0.397
C  -0.654  0.492  -0.437
N  0.356  1.101  0.211
O  -1.434  0.994  -1.221
H  -1.021  -1.872  -2.241
H  -2.139  -2.241  -1.107
H  -2.026  -0.617  -1.733
H  0.374  -1.501  -0.543
H  -0.847  -1.377  0.617
H  1.251  0.732  0.492
H  0.045  1.990  0.575
H  2.498  2.347  2.496
H  3.270  1.068  2.581
O  2.474  1.435  2.177


# C6H13N2O

2 unconnected molecules or ions with the total composition C6H13N2O (wB97M-V/def2-TZVPD, OMol25).

Summary:
Frontier orbital gap in eV: 10.594
E_HOMO in Ha: -0.5141
Total charge: +1
Relative energy (zero: lowest compared OMol25 entry of this formula, charge and spin) in kcal/mol: 111.6

Positions of all 22 atoms, in Å:
C  0.511  0.397  -0.423
C  2.621  -1.652  0.696
C  2.054  -1.135  -0.527
C  -2.148  -1.123  0.540
C  0.657  2.795  0.181
C  -1.343  -1.079  -0.745
N  -0.687  0.184  -0.737
N  1.234  1.530  -0.278
O  3.204  -0.582  -0.113
H  2.139  -1.334  1.597
H  3.214  -2.551  0.800
H  1.855  -1.518  -1.489
H  -2.500  -2.221  0.560
H  -1.402  -1.012  1.194
H  -3.000  -0.510  0.653
H  0.270  2.988  1.115
H  -0.108  3.173  -0.424
H  1.375  3.625  0.159
H  -0.651  -1.982  -0.791
H  -1.982  -1.181  -1.595
H  -1.323  0.924  -0.985
H  2.156  1.327  0.031


# C11H12FNO2

C11H12FNO2 in the gas phase (wB97M-V/def2-TZVPD, OMol25).

Summary:
Frontier orbital gap in eV: 9.958
E_HOMO in Ha: -0.3505
Total charge: 0
SMILES string: CC1(C)[C@@H](O)c2ccccc2C(=O)N1F
Relative energy (zero: lowest compared OMol25 entry of this formula, charge and spin) in kcal/mol: 0.0

Positions of all 27 atoms, in Å:
C  2.903  0.581  0.553
C  1.534  0.136  -0.052
C  1.404  0.574  -1.556
C  0.474  0.795  0.841
O  0.584  2.174  0.763
C  -0.952  0.206  0.499
C  -2.068  1.039  0.532
C  -3.210  0.406  0.117
C  -3.288  -0.906  -0.252
C  -2.202  -1.716  -0.241
C  -1.011  -1.152  0.174
C  0.209  -2.022  0.291
O  0.179  -3.182  0.547
N  1.328  -1.342  0.058
F  2.562  -2.009  0.119
H  3.718  0.141  -0.040
H  3.008  0.323  1.622
H  2.812  1.692  0.454
H  2.274  0.236  -2.080
H  1.430  1.684  -1.653
H  0.585  0.094  -2.009
H  0.642  0.458  1.863
H  -0.288  2.495  0.267
H  -1.881  2.149  0.615
H  -4.097  1.057  -0.108
H  -4.228  -1.126  -0.659
H  -2.422  -2.788  -0.666


# C4H10S2

C4H10S2 in the gas phase (wB97M-V/def2-TZVPD, OMol25).

Summary:
Frontier orbital gap in eV: 9.396
E_HOMO in Ha: -0.3133
Total charge: 0
SMILES string: CSCCCS
Relative energy (zero: lowest compared OMol25 entry of this formula, charge and spin) in kcal/mol: 37.5

Positions of all 16 atoms, in Å:
C  1.976  1.345  0.135
S  2.405  -0.347  -0.154
C  0.789  -1.096  0.053
C  -0.407  -0.068  -0.132
C  -1.723  -0.670  0.138
S  -3.245  0.266  -0.025
H  2.883  1.854  -0.085
H  1.277  1.817  -0.411
H  1.725  1.405  1.135
H  0.682  -2.091  -0.624
H  0.774  -1.540  1.100
H  -0.338  0.214  -1.201
H  -0.339  0.874  0.544
H  -1.916  -1.660  -0.477
H  -1.674  -1.104  1.161
H  -2.868  0.800  -1.158


# C7H14

3 unconnected molecules or ions with the total composition C7H14 (wB97M-V/def2-TZVPD, OMol25).

Summary:
Frontier orbital gap in eV: 8.807
E_HOMO in Ha: -0.3045
Total charge: 0
Relative energy (zero: lowest compared OMol25 entry of this formula, charge and spin) in kcal/mol: 117.8

Positions of all 21 atoms, in Å:
C  0.088  -1.054  -1.241
C  0.268  0.389  -1.733
C  0.861  1.373  -0.723
C  0.069  1.487  0.592
C  0.218  0.260  1.461
C  -0.633  -0.886  1.238
C  -1.014  -1.242  -0.192
H  1.038  -1.427  -0.834
H  -0.140  -1.682  -2.111
H  -0.708  0.766  -2.071
H  0.912  0.379  -2.623
H  1.894  1.082  -0.486
H  0.922  2.363  -1.193
H  0.443  2.349  1.158
H  -0.987  1.695  0.373
H  1.239  0.133  1.798
H  0.210  -0.604  2.964
H  0.070  -1.409  2.418
H  -1.478  -1.053  1.901
H  -1.351  -2.287  -0.191
H  -1.903  -0.657  -0.476


# C5H40N2O14

14 unconnected molecules or ions with the total composition C5H40N2O14 (wB97M-V/def2-TZVPD, OMol25).

Summary:
Frontier orbital gap in eV: 8.371
E_HOMO in Ha: -0.3140
Total charge: 0
Relative energy (zero: lowest compared OMol25 entry of this formula, charge and spin) in kcal/mol: 209.2

Positions of all 61 atoms, in Å:
N  -1.359  -1.488  -0.451
C  -1.102  -0.453  -1.500
C  -0.391  0.900  -1.142
N  -0.761  1.391  0.218
C  -1.983  3.099  1.573
C  -2.085  2.065  0.341
C  -3.334  1.121  0.612
O  -2.952  -0.022  1.359
H  -0.510  -2.028  -0.379
H  -2.146  -2.265  -0.631
H  -0.953  0.525  0.707
H  -0.540  -0.947  -2.351
H  -2.106  -0.152  -1.908
H  -0.551  1.692  -1.870
H  0.790  0.831  -1.013
H  -2.452  -0.834  0.948
H  -2.227  2.613  2.545
H  -0.913  3.423  1.681
H  -2.442  4.049  1.564
H  -2.232  2.704  -0.490
H  -3.756  0.899  -0.301
H  -4.180  1.535  1.171
H  -2.412  1.150  3.220
H  -1.355  0.445  4.063
O  -2.063  1.130  4.017
H  1.984  2.117  3.568
H  1.205  0.894  3.316
O  1.929  1.172  3.792
H  1.859  -2.415  -3.109
H  1.043  -3.538  -3.661
O  1.461  -2.736  -3.858
H  -3.003  -3.940  1.676
H  -3.789  -4.081  0.383
O  -3.132  -3.603  0.821
H  3.292  -1.331  2.637
H  3.146  0.182  2.317
O  2.679  -0.698  2.294
H  -0.227  -2.356  2.962
H  0.951  -1.943  3.296
O  0.189  -2.119  3.717
H  4.358  0.928  -3.060
H  3.004  0.712  -3.849
O  3.666  0.404  -3.151
H  1.614  3.983  1.567
H  1.934  2.872  0.487
O  1.575  3.661  0.693
H  3.245  -3.722  2.151
H  3.125  -4.532  0.736
O  2.876  -3.864  1.305
H  0.117  2.586  -5.131
H  -0.962  3.067  -4.216
O  -0.616  2.337  -4.629
H  2.279  -2.152  0.104
H  1.677  -1.060  0.580
O  1.633  -1.596  -0.230
H  3.170  2.211  -1.533
H  3.716  3.509  -1.022
O  3.844  2.795  -1.536
H  -2.287  -2.655  -4.397
H  -1.329  -3.145  -3.237
O  -2.214  -3.327  -3.766


# C48H56N5O6SSiTeY

A molecular structure, C48H56N5O6SSiTeY (wB97M-V/def2-TZVPD, OMol25).

Summary:
Frontier orbital gap (alpha / beta) in eV: 6.275 / 5.470
E_HOMO (alpha / beta) in Ha: -0.1602 / -0.1601
Spin multiplicity: 2
Total charge: -1
Relative energy (zero: lowest compared OMol25 entry of this formula, charge and spin) in kcal/mol: 78.3

Positions of all 119 atoms, in Å:
Y  0.206  0.908  -0.858
O  -2.979  0.174  1.396
H  -3.097  -0.393  0.611
H  -2.535  0.987  1.050
C  3.552  2.066  0.604
C  2.099  1.669  0.820
O  1.613  2.002  1.819
H  3.882  2.619  1.476
H  3.625  2.679  -0.287
H  4.153  1.170  0.467
C  -2.888  -4.134  6.781
C  -2.399  -3.189  5.712
C  -2.711  -1.836  5.748
C  -2.237  -0.945  4.788
C  -2.676  0.502  4.860
C  -1.403  -1.421  3.765
Te  -0.455  0.050  2.502
N  -1.079  2.070  0.469
C  -0.315  3.101  0.365
O  0.662  3.146  -0.556
C  -0.403  4.232  1.360
C  -1.319  4.170  2.405
C  -1.353  5.170  3.368
C  -0.469  6.244  3.296
C  0.449  6.310  2.255
C  0.481  5.307  1.292
C  1.438  -0.648  3.308
C  2.327  -1.279  2.441
C  3.593  -1.684  2.851
C  3.981  -1.465  4.165
C  3.112  -0.823  5.036
C  1.850  -0.394  4.628
C  0.975  0.355  5.604
C  -1.141  -2.799  3.667
C  -0.359  -3.417  2.529
C  -1.633  -3.653  4.651
H  -3.505  -3.613  7.515
H  -2.047  -4.592  7.310
H  -3.483  -4.944  6.351
H  -3.345  -1.460  6.546
H  -3.306  0.671  5.734
H  -3.243  0.765  3.961
H  -1.824  1.182  4.909
H  -1.993  3.324  2.447
H  -2.067  5.111  4.183
H  -0.498  7.025  4.046
H  1.145  7.141  2.199
H  1.193  5.334  0.475
H  2.025  -1.448  1.418
H  4.265  -2.164  2.150
H  4.960  -1.785  4.507
H  3.425  -0.630  6.060
H  1.552  0.692  6.469
H  0.156  -0.277  5.961
H  0.528  1.227  5.121
H  -0.458  -2.826  1.621
H  -0.720  -4.428  2.329
H  0.704  -3.479  2.773
H  -1.418  -4.717  4.579
C  -5.685  1.415  -0.749
C  -5.793  0.237  -1.721
C  -4.564  0.071  -2.642
C  -4.800  -1.116  -3.593
C  -3.792  -1.229  -4.735
C  -4.437  1.335  -3.473
O  -5.337  1.736  -4.187
N  -3.246  2.002  -3.387
C  -2.155  1.609  -2.611
O  -1.118  2.273  -2.693
N  -2.237  0.536  -1.804
C  -3.350  -0.233  -1.754
O  -3.444  -1.200  -0.997
H  -6.537  1.429  -0.068
H  -5.669  2.368  -1.284
H  -4.780  1.348  -0.138
H  -6.665  0.361  -2.364
H  -5.899  -0.693  -1.165
H  -5.807  -1.010  -3.999
H  -4.775  -2.017  -2.980
H  -3.824  -0.348  -5.381
H  -4.018  -2.100  -5.355
H  -2.773  -1.344  -4.362
H  -3.126  2.835  -3.940
C  -0.266  0.182  -4.827
Si  0.506  -0.669  -3.284
C  -0.528  -2.279  -3.092
C  2.056  -1.385  -4.195
C  2.482  -2.715  -4.062
C  3.586  -3.214  -4.752
C  4.310  -2.388  -5.603
C  3.911  -1.065  -5.759
C  2.806  -0.581  -5.067
H  -0.107  -0.426  -5.726
H  0.176  1.171  -4.993
H  -1.344  0.336  -4.712
H  -0.742  -2.744  -4.065
H  -1.478  -2.071  -2.588
H  -0.009  -3.028  -2.477
H  1.930  -3.390  -3.411
H  3.883  -4.250  -4.623
H  5.174  -2.769  -6.139
H  4.465  -0.407  -6.420
H  2.516  0.456  -5.212
N  3.129  -2.741  -0.530
C  3.745  -1.678  -1.116
N  3.181  -0.542  -1.351
C  4.032  0.278  -2.096
C  3.689  1.502  -2.662
C  4.628  2.192  -3.408
C  5.909  1.676  -3.603
C  6.261  0.447  -3.066
C  5.310  -0.241  -2.327
S  5.425  -1.826  -1.615
H  2.123  -2.709  -0.479
H  3.549  -3.648  -0.612
H  2.690  1.901  -2.525
H  4.361  3.145  -3.848
H  6.629  2.228  -4.195
H  7.245  0.026  -3.234


# CF3FeMgNO4S3

A molecular structure, CF3FeMgNO4S3 (wB97M-V/def2-TZVPD, OMol25).

Summary:
Frontier orbital gap (alpha / beta) in eV: 6.104 / 6.090
E_HOMO (alpha / beta) in Ha: -0.4798 / -0.4817
Spin multiplicity: 6
Total charge: +1

Positions of all 14 atoms, in Å:
Fe  1.949  -1.485  0.687
N  0.304  -0.875  1.427
S  -0.628  -0.011  0.667
O  -0.628  0.085  -0.861
C  -2.311  -0.812  0.666
F  -2.660  -1.140  1.896
F  -2.184  -1.897  -0.100
F  -3.216  -0.002  0.144
Mg  0.976  0.197  -1.972
S  3.619  0.443  -0.378
O  2.370  -0.593  -0.925
S  1.718  2.454  -0.364
O  1.328  2.123  -1.896
O  -0.637  1.513  1.009


# C12H25ClIrNO2P2

A molecular structure, C12H25ClIrNO2P2 (wB97M-V/def2-TZVPD, OMol25).

Summary:
Frontier orbital gap (alpha / beta) in eV: 7.481 / 6.500
E_HOMO (alpha / beta) in Ha: -0.5039 / -0.6044
Spin multiplicity: 5
Total charge: +2

Positions of all 44 atoms, in Å:
Ir  0.136  0.346  1.042
P  -2.096  0.108  0.713
C  -2.157  0.485  -1.097
C  -0.860  1.149  -1.548
N  0.264  1.039  -0.826
C  1.530  1.352  -1.227
C  1.657  2.113  -2.370
C  0.536  2.307  -3.144
C  -0.698  1.821  -2.747
C  2.697  0.931  -0.364
P  2.213  -0.473  0.820
H  -1.608  1.941  -3.351
H  2.696  2.408  -2.653
H  0.642  2.863  -4.077
H  3.539  0.538  -0.935
H  3.043  1.741  0.297
H  -2.338  -0.459  -1.646
H  -3.004  1.157  -1.332
H  -1.130  -2.502  -1.978
O  -1.523  -2.310  -2.841
H  -2.472  -2.594  -2.873
H  -0.272  -2.651  0.805
O  -0.101  -3.146  -0.009
H  -0.230  -4.064  0.308
C  2.602  -1.967  -0.145
H  3.562  -1.830  -0.645
H  2.655  -2.796  0.557
H  1.804  -2.162  -0.862
C  3.297  -0.461  2.256
H  3.161  -1.425  2.763
H  4.344  -0.355  1.949
H  3.021  0.350  2.949
C  -3.025  1.447  1.487
H  -3.972  1.579  0.951
H  -3.182  1.235  2.576
H  -2.454  2.387  1.405
C  -3.093  -1.386  0.967
H  -3.338  -1.472  2.038
H  -4.035  -1.324  0.390
H  -2.575  -2.303  0.646
Cl  -0.491  0.804  4.071
C  0.271  1.529  2.588
H  -0.364  2.377  2.279
H  1.351  1.674  2.813


The calculation returns the following max |F| values, one per record and in order: 4.65 2.50 1.82 3.18 6.33 3.91 4.53 0.26 7.96 2.53 5.81 3.08 eV Å⁻¹.